# 1
# C38H112N6O15

A 15-piece molecular cluster, C38H112N6O15 overall in a non-equilibrium geometry (ωB97M-V with the def2-TZVPD basis set, the OMol25 dataset).

Each line ends with the Mulliken charge.
Cartesian coordinates (Å):
H 5.738 3.513 0.745  0.214
H 0.442 -6.310 4.698  0.310
H 4.767 -1.805 -0.383  0.161
H 2.610 2.251 3.165  -0.542
H 2.133 0.763 1.695  -0.136
C -4.845 -2.867 -0.960  -0.337
H -4.593 -0.630 -4.869  0.268
H -5.888 -2.264 -3.300  -0.071
H 1.289 -3.546 -1.300  0.303
H -2.246 -3.263 -4.951  0.057
C -2.155 2.395 -5.692  0.798
C -4.516 -2.534 4.021  0.301
O 0.092 -1.089 -0.541  -0.132
H 3.483 0.447 0.653  0.296
C -1.911 -6.387 1.076  -0.216
H 2.392 -5.625 6.120  0.337
N 1.624 2.231 -0.481  0.385
H 2.778 5.060 -0.084  -0.348
C -1.531 2.776 -7.088  -1.345
H 2.276 -0.813 0.944  0.276
H -3.749 -5.311 0.244  0.151
H 1.762 -2.186 3.596  0.388
H -5.231 -4.330 3.291  0.279
H -4.942 -1.647 4.490  -0.036
N -1.981 -0.448 7.486  -0.799
C -0.349 5.012 2.925  -1.473
H -3.156 -6.555 -0.781  0.379
H 1.112 2.549 -1.292  0.047
H 2.421 2.948 5.997  0.394
H -1.119 -0.290 -3.419  0.252
H 6.908 7.134 -5.569  0.330
H -4.305 -0.535 -2.115  -0.063
C -5.637 -0.439 -4.624  -1.540
C 0.245 0.341 -0.439  -0.402
H 6.500 8.230 -4.250  0.271
H -0.706 0.372 5.369  0.051
H -2.277 -7.170 1.739  0.447
H 2.588 -7.292 5.679  0.389
H -1.996 1.960 3.087  0.284
H -2.588 1.402 -5.818  -0.101
H -0.483 4.217 3.658  0.257
C -1.139 2.365 -4.530  -0.797
O -3.726 -2.301 2.878  -0.136
H -0.197 -4.905 -4.429  0.459
H 5.478 5.765 1.084  0.388
H 3.294 6.642 0.437  0.424
H -2.453 0.493 2.189  -0.085
C 2.417 0.255 0.773  -1.212
H -1.965 -0.990 -0.772  0.427
C -5.660 -3.532 3.897  -1.428
H 2.529 -7.387 2.913  0.278
C -2.299 -4.253 -4.498  -0.184
C 3.325 5.585 0.700  -0.412
H -0.905 -7.865 0.151  0.274
C 4.772 5.141 0.536  -0.273
H -7.619 -0.234 -3.043  0.283
H -2.628 -4.916 -5.298  0.407
H 1.208 5.989 -1.644  0.280
H -1.351 -1.889 0.698  0.153
H -6.331 -0.759 -5.402  0.454
C -2.504 0.997 3.154  -0.614
H 4.134 5.253 -2.508  -0.149
C 5.524 5.328 -4.154  -0.917
C 5.697 -1.860 -0.948  -1.008
H -4.704 0.288 5.449  0.296
H -1.383 3.850 -7.200  0.367
C 0.798 -2.596 3.898  -0.234
H -2.969 -1.767 3.129  0.060
O -1.938 -0.058 3.928  0.421
N 1.616 -7.428 3.342  -0.731
H 5.407 8.140 -5.580  0.257
C 2.318 2.335 5.102  -1.196
H 2.483 -4.666 3.246  0.224
H 5.064 5.231 -0.510  0.186
H 2.184 0.342 -1.292  0.170
H 6.671 -0.219 0.284  0.270
H -1.444 -0.416 -5.151  0.403
C 1.684 0.815 -0.447  0.802
C 6.084 7.534 -4.978  -0.799
H 2.575 2.522 -0.661  -0.412
H -3.581 0.875 3.269  0.234
H 3.475 -6.019 4.912  0.358
H -1.228 5.635 2.755  0.373
H -4.101 -4.671 -3.902  0.219
N -7.426 -1.214 -3.194  -0.779
H -0.495 -3.900 -3.162  0.064
H 3.644 2.879 -2.399  0.312
O -3.339 -4.199 -3.559  -0.360
O 0.944 -3.874 4.475  -0.403
H 5.666 4.845 -5.121  0.438
H 1.961 3.829 3.667  -0.088
H 5.276 3.154 -2.239  0.392
H 1.105 -7.516 2.476  0.237
O -0.550 3.281 1.329  -0.492
H -1.069 -0.862 7.357  0.330
C 1.394 -6.245 4.173  0.313
H -0.202 0.654 0.505  -0.077
H 1.701 4.940 -2.618  0.287
H 0.344 -1.893 4.597  0.099
O 7.739 -0.522 -1.438  -0.547
H -0.073 2.856 0.612  0.156
H -3.425 3.172 -4.446  0.301
H 1.149 3.966 1.623  -0.367
C -0.714 -0.091 -4.411  -0.854
H -7.706 -1.653 -2.329  0.310
H 2.815 5.504 1.659  0.389
H -4.539 -0.472 7.048  0.419
H 7.596 -1.145 -2.154  0.322
O 4.053 3.551 3.916  -0.650
N 2.985 4.797 -4.131  -0.662
H 4.374 3.737 3.031  0.278
N -3.389 3.147 -5.455  -0.751
C -2.830 -5.819 -0.046  -0.466
H -1.744 2.465 -3.629  0.280
H 6.366 5.157 -3.484  0.365
C -1.179 -1.611 -0.342  -0.465
H -1.067 -5.589 -3.124  0.247
H -4.073 1.219 6.697  0.408
H 6.207 -2.676 -0.434  0.369
C -2.595 -0.282 6.196  1.033
C 4.274 4.648 -3.404  0.895
H -4.634 -3.293 0.021  -0.101
H -2.024 1.509 5.357  0.417
H -1.172 -2.528 -0.930  -0.099
C -5.369 -0.747 -2.010  -0.249
H 0.601 -4.655 -0.533  0.288
H 0.183 5.169 0.792  0.146
C 6.466 -0.508 -0.746  0.279
H 0.397 5.689 3.342  0.392
H -5.354 -3.588 -1.600  0.362
H -6.574 -3.111 3.476  0.316
H 3.026 4.200 -4.944  0.266
C 1.441 -4.818 3.526  -0.177
H -5.891 -4.086 4.807  0.381
O -0.768 -6.996 0.535  -0.528
C -1.777 0.460 5.190  -0.999
H -2.197 -5.080 -0.537  -0.060
O -0.234 1.275 -4.581  -0.286
H 0.806 -4.951 2.650  0.076
C 4.489 3.231 -2.990  -1.387
H 2.874 5.704 -4.561  0.201
H 1.296 1.956 5.099  0.028
H -0.543 2.343 -7.245  0.327
H 0.017 -0.884 -4.570  0.329
O 1.401 -4.454 -1.019  -0.629
C -1.001 -4.683 -3.727  -0.857
H -5.811 0.209 -1.731  0.384
H -2.521 -1.212 7.867  0.330
O 0.988 5.131 -2.008  -0.632
H -3.049 4.093 -5.551  0.315
C 2.480 -6.291 5.261  -1.466
H -0.583 3.298 -4.440  0.394
H 5.450 -2.182 -1.959  0.380
H -3.816 -2.677 -1.266  0.244
H -1.733 -5.490 1.669  0.057
H -0.346 0.834 -1.211  0.304
O 4.895 3.857 1.051  -0.439
H 3.006 1.502 5.248  0.401
H -3.816 -3.020 4.700  0.282
O -5.570 -1.605 -0.934  -0.455
O 5.131 6.744 -4.366  -0.319
H 0.161 -2.516 3.017  -0.001
H -5.685 0.650 -4.646  0.369
C 2.705 3.063 3.885  1.490
H -2.655 -1.332 5.911  0.080
C -4.065 0.193 6.327  -1.880
H 4.770 2.441 -3.687  0.496
C -6.028 -1.183 -3.323  0.899
H 5.881 0.355 -1.062  -0.185
H -2.156 2.395 -7.895  0.361
C 0.168 4.440 1.602  0.902

Results
HOMO (eV): -8.92
Multiplicity: 1
Kohn-Sham gap (eV): 9.120
E_LUMO (eV): 0.20


# 2
# C38H18Cl3F6N8OPTl

C38H18Cl3F6N8OPTl as an isolated structure in a non-equilibrium geometry (ωB97M-V with the def2-TZVPD basis set, the OMol25 dataset).

Each line ends with the Mulliken charge.
Cartesian coordinates (Å):
F 0.264 5.963 2.876  -0.394
C -1.044 -2.956 3.731  0.151
C 1.042 -0.760 5.067  0.686
C 3.030 -1.028 3.830  0.411
C 1.773 0.108 -5.984  -0.088
C 0.603 -3.943 -2.585  0.211
O 1.081 -0.387 2.666  -0.378
H 0.044 -7.672 -1.880  0.376
C 1.069 0.374 -4.821  0.129
H -2.823 4.821 -2.815  0.484
P -0.650 6.094 1.546  1.168
C -4.489 4.804 0.163  -0.584
C -3.138 4.508 -1.829  0.030
H 1.136 -1.047 7.173  0.523
C 0.500 1.631 -4.593  0.182
Cl -0.833 -0.902 5.536  0.475
C -1.578 -0.690 3.001  0.743
F -1.981 5.814 2.434  -0.363
H -4.586 6.068 -1.560  0.353
C 0.622 2.654 -5.519  -0.131
Tl 1.019 0.338 -0.163  1.029
H -2.099 0.788 4.572  0.461
H 1.273 -4.523 -4.540  0.528
N 0.979 -1.745 -3.571  -0.581
Cl 3.956 -1.625 7.671  -0.287
F 0.674 6.383 0.657  -0.388
H -0.503 -5.990 -0.110  0.533
F -0.496 4.501 1.274  -0.312
C 3.065 -1.287 6.200  0.163
N -0.935 2.531 -2.809  -0.587
C -2.928 3.032 0.069  0.256
C -1.165 -2.006 2.710  0.011
C 0.717 -0.432 -3.648  -0.217
C -1.761 -0.176 4.226  -0.391
C -0.984 -2.058 1.297  0.229
C -0.171 1.531 -3.291  -0.194
N -0.555 -3.156 0.670  -0.653
H -1.161 -3.199 5.940  0.477
H 2.205 -0.870 -6.156  0.515
H -1.032 -4.017 3.505  0.463
C -1.232 -0.565 7.090  -1.060
H -4.145 3.415 1.792  0.505
H -0.973 0.495 6.905  0.426
F -1.572 6.229 0.217  -0.329
C 0.194 -6.615 -2.066  -0.589
C -1.723 -0.038 1.652  0.034
C 0.104 -4.354 -1.355  0.155
C -1.486 2.488 -1.624  -0.303
C -0.113 -5.688 -1.073  -0.129
F -0.815 7.690 1.814  -0.394
C 0.691 -6.203 -3.302  -0.567
H 2.452 0.961 -7.829  0.369
C -2.549 3.431 -1.207  0.524
N -2.183 1.191 1.534  -0.603
Cl 3.908 -1.053 2.324  -0.225
H -5.224 5.386 0.703  0.370
C 1.335 2.391 -6.681  -0.581
C 1.621 -0.710 3.741  -0.371
N -1.322 -0.877 0.694  -0.680
C -0.989 -2.630 5.040  -1.106
C 3.719 -1.302 4.978  -0.708
C 0.897 -4.855 -3.581  -0.094
N 0.010 0.311 -2.767  -0.302
C 1.902 1.134 -6.911  -0.560
H 1.456 3.170 -7.424  0.376
N -1.243 1.598 -0.616  -0.191
H 0.175 3.621 -5.329  0.545
C 1.707 -1.026 6.247  -0.829
C -4.122 5.194 -1.120  -0.633
C -0.100 -3.111 -0.568  -0.199
C -3.893 3.707 0.781  -0.167
C 0.659 -2.466 -2.521  -0.319
C -2.084 1.857 0.384  -0.194
N 0.283 -2.044 -1.284  0.015
H 0.920 -6.947 -4.056  0.366
H 4.776 -1.524 4.920  0.415

Results
HOMO (spin up / spin down) (eV): -2.29 / -3.06
Multiplicity: 2
Kohn-Sham gap (spin up / spin down) (eV): 5.287 / 5.136
Relative energy (zero: lowest compared OMol25 entry of this formula, charge and spin) (kJ/mol): 1237.2
⟨S²⟩: 0.8147
E_LUMO (spin up / spin down) (eV): 2.99 / 2.07
Total charge: -2


# 3
# C38H21BrCl3CsF8N3O3S3Sb

C38H21BrCl3CsF8N3O3S3Sb as an isolated structure in a non-equilibrium geometry (ωB97M-V with the def2-TZVPD basis set, the OMol25 dataset).

Each line ends with the Mulliken charge.
Cartesian coordinates (Å):
C -4.074 2.804 -1.227  0.123
H -2.832 2.860 5.498  0.413
H 6.057 -1.705 -4.309  0.363
C -1.592 0.819 -3.704  -0.193
C -2.613 1.884 5.088  -0.805
N 2.826 -2.443 -2.368  -0.062
F -1.713 4.853 -4.649  -0.337
C -2.118 -5.765 -4.011  0.717
C 3.358 -0.064 3.639  -0.827
C -0.434 1.578 -3.423  0.545
C 3.200 3.460 1.884  0.458
C 1.579 -1.686 3.832  -0.151
C -1.987 -0.552 3.898  -0.384
H -1.624 2.768 3.401  0.462
O -1.156 -3.470 1.821  -0.555
C 3.652 -1.508 -0.280  -0.443
F -1.599 -0.517 -3.469  -0.377
O -2.690 -1.930 0.834  -0.438
C -1.913 1.836 3.870  -0.121
C -1.575 0.636 3.311  -0.130
C 5.006 -1.479 -2.384  -0.609
F -3.895 3.327 -5.089  -0.419
H 1.030 -2.660 2.055  0.520
Br 2.310 -0.420 6.266  -0.223
H 3.983 0.408 1.630  0.400
N 0.376 -5.980 -4.809  -0.411
C 1.656 -1.912 2.492  -0.426
S -3.825 -4.424 1.820  -0.673
H -3.000 -1.436 5.616  0.511
C -1.943 2.892 -0.196  -0.081
C -2.090 1.572 0.239  0.283
F 4.358 4.208 1.836  -0.409
C 2.561 3.180 3.048  -1.053
Sb -0.669 0.467 1.388  -0.136
H 2.892 3.530 3.990  0.573
C -2.681 -0.546 5.112  -0.729
C -2.753 1.415 -4.221  -0.097
F -3.818 0.682 -4.406  -0.432
C 3.827 -1.834 -1.710  0.397
C -2.991 0.668 5.666  0.405
H 4.639 -1.337 0.282  0.301
C -0.717 -5.941 -4.464  -0.105
C 5.170 -1.920 -3.708  -0.323
C 2.559 -1.233 1.685  -0.136
C -3.221 0.858 -0.145  -0.567
F 0.532 3.780 -3.580  -0.404
H 1.228 2.001 -0.434  -0.035
S -2.380 -3.383 1.015  0.012
H -1.820 -1.461 3.338  0.354
Cl -2.197 -4.973 -2.444  0.187
C 1.374 2.480 2.962  -0.391
H 0.830 -2.253 4.367  0.510
C 4.198 -2.639 -4.323  -0.573
H 3.388 3.272 -0.226  0.507
H -3.265 -0.249 0.065  0.659
H 3.964 0.736 4.091  0.365
C -0.541 2.951 -3.803  0.175
C 1.600 2.284 0.566  0.230
C -1.654 3.531 -4.436  -0.023
H -1.032 3.511 0.000  0.207
C 3.015 -2.892 -3.600  -0.195
H 2.160 -3.392 -4.082  0.362
H -5.138 0.965 -1.074  0.634
Cs -0.463 -1.907 -1.111  1.988
C -4.250 1.465 -0.839  -0.860
F -5.015 3.368 -2.017  -0.447
N 2.549 -1.535 0.336  0.085
H 4.348 -3.063 -5.317  0.369
F -3.579 0.665 6.883  -0.365
C -2.949 3.533 -0.932  -0.392
Cl -2.781 -7.416 -3.838  -0.155
C 2.477 -0.840 4.405  -0.009
O -2.119 -3.992 -0.329  -0.662
C -2.793 2.762 -4.581  0.848
Cl -3.028 -4.811 -5.218  -0.140
S 0.960 0.916 -2.676  -0.167
C 2.815 2.997 0.652  -0.798
C 0.862 2.017 1.725  -0.242
C 3.388 -0.268 2.270  0.061
H -2.787 4.508 -1.343  0.525
H 5.784 -0.866 -1.931  0.361
H 0.803 2.252 3.826  0.595

Results
HOMO (eV): -2.05
Multiplicity: 1
Kohn-Sham gap (eV): 5.394
Relative energy (zero: lowest compared OMol25 entry of this formula, charge and spin) (kJ/mol): 2.7
E_LUMO (eV): 3.34
Total charge: -2


# 4
# C38H23Cl5N6Tc

C38H23Cl5N6Tc as an isolated structure in a non-equilibrium geometry (ωB97M-V with the def2-TZVPD basis set, the OMol25 dataset).

Each line ends with the Mulliken charge.
Cartesian coordinates (Å):
C -5.498 2.641 -1.992  -1.028
Cl 1.318 0.673 1.988  -0.063
C -1.903 3.164 2.861  -1.015
C -0.617 -4.755 -1.579  -0.683
C -3.555 1.175 1.836  -0.074
C 6.446 -0.010 0.499  -0.547
H -3.958 2.674 -0.510  0.486
H -4.193 0.401 1.428  0.490
H -2.224 -0.517 -1.687  0.850
H 4.365 1.281 -0.762  0.782
C -6.078 1.945 -3.046  -0.496
H -1.969 -3.100 -1.868  0.581
H -5.910 3.591 -1.680  0.439
C 0.030 -1.022 3.587  -0.132
H -6.942 2.355 -3.551  0.427
N 8.470 -1.252 0.242  -0.538
C -2.357 1.497 1.184  1.043
C 4.289 -0.838 -0.422  0.694
C -1.743 -1.856 1.641  1.455
C -2.017 0.731 0.002  0.202
C -0.718 -0.984 1.252  -0.588
C -3.859 0.900 -1.740  0.455
C 1.116 -2.871 -0.805  0.086
H 3.861 -2.937 -0.239  0.656
C 2.361 0.528 -0.830  -0.308
N 0.290 1.678 -1.170  0.533
C -3.089 2.837 3.506  -0.558
H 5.957 0.861 0.918  0.513
Cl 1.113 -0.479 4.794  -0.159
C 6.429 -2.093 -0.672  -0.563
C -0.986 -3.412 -1.554  -0.295
C -3.912 1.841 2.995  -0.946
H -1.483 2.673 -1.556  0.335
H -4.024 -0.737 -3.129  0.426
N -0.139 -2.477 -1.133  0.368
C 2.238 3.021 -1.259  -0.148
H -1.315 -5.506 -1.926  0.430
C 7.806 -0.196 0.699  -0.455
C 0.123 -0.548 2.278  1.144
Cl -3.127 -3.431 3.351  -0.154
C 3.725 0.415 -0.679  -0.755
C -4.441 0.211 -2.806  -0.466
H 2.425 -4.557 -0.512  0.434
C -0.962 -1.942 3.918  0.431
C 1.633 1.785 -1.082  0.675
Cl -1.088 -2.541 5.509  -0.136
C -1.529 2.491 1.710  -0.018
H -0.595 2.739 1.227  0.350
C 7.794 -2.174 -0.433  -0.444
C 3.445 -1.954 -0.407  -0.953
N 1.569 -0.556 -0.767  -0.277
N 1.541 4.115 -1.541  -0.549
C -0.409 2.769 -1.474  -0.379
H -3.372 3.359 4.410  0.459
C 1.440 -4.217 -0.805  -0.089
C -1.869 -2.348 2.940  -0.196
C -4.395 2.126 -1.335  -0.026
Cl -2.983 -2.319 0.520  -0.111
Tc -0.492 -0.356 -0.749  -1.802
H 8.364 -3.018 -0.803  0.386
H -4.834 1.586 3.499  0.480
C -5.549 0.729 -3.454  -0.875
H 8.383 0.535 1.252  0.383
H -0.342 4.873 -1.920  0.456
H 3.310 3.139 -1.176  0.437
H -1.268 3.943 3.261  0.491
C 0.230 3.989 -1.668  -0.521
C 2.093 -1.785 -0.607  0.283
C 5.737 -0.983 -0.199  0.373
H 5.942 -2.866 -1.252  0.497
C -2.675 0.336 -1.083  -0.084
H -5.998 0.189 -4.276  0.431
N 0.573 -5.155 -1.173  -0.533

Results
HOMO (spin up / spin down) (eV): -13.60 / -13.79
Multiplicity: 2
Kohn-Sham gap (spin up / spin down) (eV): 5.661 / 5.868
⟨S²⟩: 0.7646
E_LUMO (spin up / spin down) (eV): -7.94 / -7.92
Total charge: +2